1.
DFT (ωB97M-V with the def2-TZVPD basis set) results for a structure of composition C12H10BrF2Pd.

LUMO energy (alpha / beta), Eh: -0.24785 / -0.40062
HOMO energy (alpha / beta), eV: -15.0 / -14.9
Multiplicity: 4
Kohn-Sham gap (alpha / beta), hartree: 0.3051 / 0.1482
Expectation value of S²: 3.79
Net charge: +2

Last column: Löwdin spin population.
Cartesian coordinates (Å):
1 F 4.918 0.466 3.491  0.12
2 H -0.079 -0.940 -1.895  0.01
3 H 0.155 1.384 1.862  0.01
4 H 3.582 -1.107 2.070  0.00
5 H -0.385 -0.285 -4.243  0.00
6 H -2.059 -0.934 -0.301  0.01
7 C 3.648 0.650 3.159  0.25
8 C 1.699 2.037 3.072  0.10
9 H 3.490 2.397 4.272  0.00
10 Br 0.987 -3.209 -0.369  0.13
11 C 2.981 -0.258 2.361  0.16
12 C -2.521 0.146 -3.951  0.21
13 C 2.996 1.758 3.555  0.07
14 C 1.120 1.128 2.276  0.26
15 H 1.174 2.921 3.401  0.00
16 C -3.604 0.078 -3.095  0.20
17 C -2.121 -0.547 -1.308  0.22
18 F -4.838 0.510 -3.493  0.08
19 H -4.322 -0.167 -1.148  0.00
20 C -3.433 -0.160 -1.762  0.00
21 H 1.176 -0.768 1.256  0.00
22 C 1.674 -0.075 1.918  0.02
23 H -2.777 0.458 -4.953  0.01
24 Pd -1.201 -4.695 -0.351  0.88
25 C -1.237 -0.244 -3.581  0.01
26 C -1.022 -0.545 -2.243  0.25

2.
DFT (ωB97M-V with the def2-TZVPD basis set) results for a structure of composition C6H14N2.

LUMO energy, Eh: -0.05637
HOMO energy, eV: -6.8
Kohn-Sham gap, hartree: 0.1945
Energy relative to the best compared isomer or geometry (same formula, charge and spin), kcal/mol: 293.20

Last column: Löwdin charge in e.
Cartesian coordinates (Å):
1 H -4.350 -0.606 -0.620  0.08
2 H 4.287 1.628 -1.457  0.09
3 C 2.715 -0.712 0.725  -0.15
4 C -3.687 -0.082 -0.035  -0.20
5 C -2.324 -0.956 0.086  -0.25
6 C 3.576 0.171 0.067  -0.23
7 H 0.927 -1.771 1.078  0.06
8 H -2.309 1.411 -0.355  0.03
9 H -4.019 0.209 0.934  0.09
10 H -2.215 -1.527 -0.807  0.08
11 H 3.214 -1.020 1.591  0.06
12 H 1.854 1.599 -1.910  0.17
13 H 4.595 -0.008 0.465  0.11
14 C 1.197 -0.805 0.611  -0.14
15 N -2.011 -1.757 1.201  0.09
16 H 0.711 0.036 1.222  0.09
17 H -3.793 1.894 -0.511  0.06
18 H 2.514 1.361 -1.375  -0.15
19 H -1.989 -0.572 1.262  0.07
20 N -3.174 1.129 -0.733  -0.03
21 C 3.457 1.067 -0.939  -0.02
22 H 0.824 -0.691 -0.498  0.09

3.
DFT (ωB97M-V with the def2-TZVPD basis set) results for a structure of composition C30H28Cl5GeN2Pd.

LUMO energy (alpha / beta), Eh: -0.24198 / -0.25235
HOMO energy (alpha / beta), eV: -13.4 / -13.3
Multiplicity: 2
Kohn-Sham gap (alpha / beta), hartree: 0.2505 / 0.2376
Energy relative to the best compared isomer or geometry (same formula, charge and spin), kcal/mol: 7.51
Expectation value of S²: 0.75
Net charge: +2

Last column: Löwdin spin population.
Cartesian coordinates (Å):
1 Ge -3.077 -0.210 -0.791  0.01
2 C 0.114 -1.081 2.828  0.03
3 H 3.529 -1.954 -3.587  0.00
4 C -3.272 -1.837 0.220  0.01
5 C -3.411 1.499 -0.050  0.00
6 H -4.140 2.311 -1.919  0.00
7 H -3.790 -5.139 2.166  0.00
8 C 1.679 -2.837 -3.319  0.00
9 H 0.131 0.073 -2.676  0.00
10 H -4.337 -2.983 3.237  0.00
11 H -2.898 -5.208 -0.130  0.00
12 C -2.858 -0.349 -2.691  0.00
13 C -3.938 4.004 1.001  0.00
14 H -3.828 -2.267 -2.931  0.00
15 Cl 0.092 2.044 0.367  0.01
16 H 1.714 -2.837 -0.158  0.00
17 H 2.072 -1.139 0.126  0.00
18 H -2.310 -0.515 -6.515  0.00
19 C -2.243 0.713 -3.363  0.00
20 C 0.879 1.574 2.925  0.01
21 N 2.728 -1.822 -2.971  0.00
22 H -4.598 4.536 -0.972  0.00
23 H -3.230 3.210 2.866  0.00
24 Cl 1.734 1.403 5.474  0.00
25 H 0.155 -3.461 -1.897  0.00
26 C -2.453 -0.473 -5.444  0.00
27 H -0.404 -2.230 -3.033  0.00
28 C -3.756 -1.817 1.544  0.02
29 C -4.191 3.757 -0.342  0.00
30 H -2.742 0.981 1.937  0.00
31 H -1.573 1.477 -5.251  0.00
32 N 0.745 -1.504 -1.449  0.04
33 Pd -0.986 -1.281 0.189  0.57
34 C -3.427 3.006 1.822  0.00
35 H 1.848 -0.371 -4.203  0.00
36 C 0.315 1.032 1.771  0.03
37 H 1.460 -2.734 -4.380  0.00
38 H 3.914 -1.230 -1.340  0.00
39 C -3.165 1.751 1.303  0.00
40 H -4.009 -0.876 2.015  0.00
41 C -3.089 -1.520 -4.789  0.00
42 C -2.034 0.646 -4.733  0.00
43 Cl 0.914 -1.608 5.350  0.01
44 C -3.946 -3.000 2.229  0.01
45 C -3.131 -4.258 0.332  0.01
46 Cl -0.356 -2.776 2.707  0.02
47 C 0.445 -2.556 -2.431  0.01
48 H -4.143 4.984 1.412  0.00
49 C 1.032 -0.244 -2.157  0.00
50 H 3.658 -2.976 -1.476  0.00
51 H -1.943 1.601 -2.817  0.00
52 C 3.177 -2.002 -1.549  0.00
53 C 0.681 -0.590 3.995  0.01
54 C 1.057 0.756 4.044  -0.01
55 C 2.182 -0.438 -3.169  0.00
56 Cl 1.341 3.222 2.973  0.01
57 C -3.634 -4.216 1.623  0.01
58 C -3.295 -1.461 -3.418  0.00
59 C -3.929 2.503 -0.874  0.00
60 H -2.626 -3.116 -1.411  0.00
61 C -2.958 -3.077 -0.380  0.01
62 H 1.279 0.511 -1.417  0.00
63 C 1.925 -1.888 -0.650  0.00
64 H 2.997 0.266 -3.017  0.00
65 H 2.107 -3.822 -3.143  0.00
66 C -0.098 -0.286 1.710  0.17
67 H -3.447 -2.373 -5.351  0.00

4.
DFT (ωB97M-V with the def2-TZVPD basis set) results for a cluster of 3 separate species, C6H13BrN4O11PS3 in total.

LUMO energy, Eh: -0.16938
HOMO energy, eV: -13.5
Kohn-Sham gap, hartree: 0.3265
Net charge: +1

Last column: Löwdin charge in e.
Cartesian coordinates (Å):
1 S -0.507 2.410 -0.255  0.59
2 S 3.643 -2.706 -3.023  0.60
3 N -0.828 -1.639 3.399  0.06
4 H -0.572 3.943 2.283  0.14
5 S -4.716 -0.926 1.460  0.67
6 O -4.304 -2.173 2.049  -0.36
7 H 2.003 2.662 1.204  0.14
8 H 2.143 -0.335 -4.940  0.14
9 O 0.225 2.196 -1.444  -0.20
10 C -2.282 -0.484 2.413  -0.36
11 O -5.300 -0.963 0.166  -0.31
12 N -1.323 -0.851 4.280  0.12
13 C 3.951 -0.343 -3.725  -0.15
14 H -3.488 1.098 1.737  0.12
15 H 1.155 2.274 2.718  0.14
16 C 1.029 2.604 1.691  -0.14
17 P -0.811 -2.434 0.744  0.62
18 C 0.265 3.906 1.583  -0.14
19 Br -2.320 -2.484 -0.859  0.48
20 H -5.508 -0.302 2.368  0.10
21 H 4.559 -0.451 -4.624  0.14
22 H -0.114 -2.342 3.558  0.19
23 O 4.386 -1.315 -2.761  -0.19
24 O -1.896 2.105 -0.181  -0.23
25 O 3.054 -3.132 -1.800  -0.24
26 C 2.504 -0.703 -3.984  -0.16
27 C -3.210 0.095 1.437  -0.19
28 H 0.896 4.778 1.724  0.14
29 H -2.788 0.167 0.447  0.06
30 O -0.260 3.897 0.244  -0.17
31 O 0.212 1.659 0.966  -0.22
32 O 0.372 -1.477 0.205  -0.32
33 O 2.487 -2.139 -3.977  -0.19
34 H 0.549 -1.807 -0.692  0.05
35 O 4.485 -3.546 -3.784  -0.19
36 H 1.853 -0.341 -3.185  0.12
37 N -1.384 -1.449 2.190  -0.12
38 N -2.228 -0.108 3.691  0.15
39 H 4.070 0.658 -3.322  0.14

Across the entries above, largest force on an atom takes the values 5.34; 7.11; 0.67; 2.43 eV/Å, respectively.
Across the entries above, total energy takes the values -91541.4207; -9416.7699; -157137.0227; -146742.1937 eV, respectively.